Entry 1:
Below is a 4-piece molecular cluster, C21H51BO13PS5 overall at a distorted geometry, with properties calculated with ωB97M-V/def2-TZVPD.

Structure (XYZ):
```
92
C21H51BO13PS5, DFT ωB97M-V/def2-TZVPD
S -4.069 0.239 -1.110
S -2.181 4.034 2.356
S 5.536 -4.262 3.037
S 2.978 2.968 -3.750
S -7.107 -0.646 1.173
P -5.233 -0.270 1.720
O 1.878 0.384 0.366
O 4.334 3.190 -4.560
O -2.727 3.214 3.400
O -2.880 0.207 -1.966
O 5.800 -4.348 1.631
O 2.754 1.557 -3.627
O -4.676 1.552 -0.878
O 1.287 2.443 -0.190
O 6.017 -2.849 3.564
O 1.952 3.789 -4.314
O -2.647 3.471 0.957
O 4.219 -4.546 3.513
O -2.394 5.450 2.432
C 1.930 -0.991 -1.682
C -5.298 -0.713 -1.985
C -1.562 -3.868 -0.466
C -0.453 0.812 -0.257
C 3.484 3.616 -2.202
C 5.563 -1.674 2.832
C -2.516 0.461 1.225
C -4.369 -3.139 0.705
C 4.142 -1.289 3.168
C -3.210 -2.135 0.579
C -4.944 4.277 0.576
C 4.477 2.450 -5.798
C 3.684 3.059 -6.934
C -4.043 3.082 0.783
C 6.695 -5.242 3.927
C 1.857 -0.960 -0.158
C -0.472 3.694 2.151
C 0.962 1.286 -0.074
C -2.311 -2.533 -0.605
C -0.890 -4.088 0.886
C -1.023 0.160 1.018
B -3.639 -0.551 0.585
H -0.800 -3.906 -1.251
H -1.037 1.691 -0.527
H 5.698 -1.863 1.767
H 4.192 1.414 -5.613
H -2.689 0.504 2.310
H -0.850 -0.918 0.995
H 2.646 -1.742 -2.015
H -5.105 1.038 2.226
H 3.925 4.116 -7.044
H -0.102 4.214 1.273
H -0.249 -4.972 0.866
H -4.892 -0.965 2.902
H -4.340 2.488 1.649
H -2.713 1.480 0.877
H 6.579 -5.036 4.987
H 2.263 -0.017 -2.038
H 0.997 -1.514 0.224
H 5.547 2.483 -5.994
H -4.573 4.895 -0.243
H -4.807 -3.129 1.706
H -2.928 -2.584 -1.509
H -4.024 2.426 -0.085
H 3.795 4.649 -2.340
H -2.233 -4.708 -0.672
H 2.613 2.968 -6.766
H 0.046 4.028 3.048
H -5.181 -1.772 -1.773
H -2.609 -2.238 1.494
H 3.427 -2.029 2.811
H -0.461 0.524 1.885
H 3.938 2.543 -7.861
H -5.010 4.896 1.471
H -5.942 3.920 0.320
H -0.268 -3.232 1.166
H 3.911 -0.334 2.693
H -0.521 0.144 -1.118
H -4.039 -4.165 0.518
H 6.448 -6.278 3.709
H 2.749 -1.403 0.281
H -5.182 -2.919 0.011
H 6.268 -0.903 3.134
H -6.276 -0.369 -1.657
H -0.370 2.620 2.023
H 7.696 -5.001 3.581
H -1.586 -1.743 -0.818
H -5.122 -0.507 -3.040
H 4.014 -1.187 4.245
H 4.291 3.001 -1.815
H 2.611 3.545 -1.553
H -1.621 -4.228 1.684
H 0.972 -1.215 -2.150
```

## Properties
Strongest force on any atom, eV Å⁻¹: 3.99
Frontier orbital gap, eV: 6.73
ΔE to the lowest compared entry with this formula, charge and spin, kcal/mol: 8.9
Net charge: -1
Spin multiplicity: 1

Atom-resolved charges from Löwdin, all expressed in e: number 1, S, carries 0.69; number 2, S, carries 0.56; number 3, S, carries 0.56; number 4, S, carries 0.58; number 5, S, carries 0.02; number 6, P, carries 0.43; number 7, O, carries -0.02; number 8, O, carries -0.27; number 9, O, carries -0.28; number 10, O, carries -0.35; number 11, O, carries -0.28; number 12, O, carries -0.28; number 13, O, carries -0.36; number 14, O, carries 0.09; number 15, O, carries -0.27; number 16, O, carries -0.27; number 17, O, carries -0.28; number 18, O, carries -0.27; number 19, O, carries -0.29; number 20, C, carries -0.05; number 21, C, carries -0.16; number 22, C, carries -0.25; number 23, C, carries -0.09; number 24, C, carries -0.11; number 25, C, carries -0.24; number 26, C, carries -0.18; number 27, C, carries -0.11; number 28, C, carries -0.07; number 29, C, carries -0.34; number 30, C, carries -0.05; number 31, C, carries -0.26; number 32, C, carries -0.07; number 33, C, carries -0.29; number 34, C, carries -0.13; number 35, C, carries -0.20; number 36, C, carries -0.11; number 37, C, carries -0.48; number 38, C, carries -0.20; number 39, C, carries -0.11; number 40, C, carries -0.17; number 41, B, carries -0.81; number 42, H, carries 0.10; number 43, H, carries 0.13; number 44, H, carries 0.11; number 45, H, carries 0.11; number 46, H, carries 0.10; number 47, H, carries 0.08; number 48, H, carries 0.08; number 49, H, carries -0.04; number 50, H, carries 0.08; number 51, H, carries 0.07; number 52, H, carries 0.07; number 53, H, carries -0.03; number 54, H, carries 0.07; number 55, H, carries 0.05; number 56, H, carries 0.07; number 57, H, carries 0.05; number 58, H, carries 0.09; number 59, H, carries 0.12; number 60, H, carries 0.08; number 61, H, carries 0.06; number 62, H, carries 0.11; number 63, H, carries -0.02; number 64, H, carries 0.08; number 65, H, carries 0.09; number 66, H, carries 0.07; number 67, H, carries 0.08; number 68, H, carries 0.04; number 69, H, carries 0.11; number 70, H, carries 0.07; number 71, H, carries 0.11; number 72, H, carries 0.08; number 73, H, carries 0.07; number 74, H, carries 0.08; number 75, H, carries 0.06; number 76, H, carries 0.08; number 77, H, carries 0.10; number 78, H, carries 0.07; number 79, H, carries 0.08; number 80, H, carries 0.11; number 81, H, carries 0.05; number 82, H, carries 0.12; number 83, H, carries 0.03; number 84, H, carries 0.05; number 85, H, carries 0.07; number 86, H, carries 0.08; number 87, H, carries 0.06; number 88, H, carries 0.09; number 89, H, carries 0.08; number 90, H, carries 0.05; number 91, H, carries 0.07; number 92, H, carries 0.08

Entry 2:
Below is C42H56N4O3V as an isolated structure at a distorted geometry, with properties calculated with ωB97M-V/def2-TZVPD.

Structure (XYZ):
```
106
C42H56N4O3V, DFT ωB97M-V/def2-TZVPD
V -0.923 -0.377 0.069
O 2.382 -1.048 -1.017
O 1.853 1.512 -1.307
O 4.213 -2.324 -1.362
N -0.724 -1.655 1.759
N -1.452 1.120 1.492
N -0.905 0.964 -1.062
N -0.285 -1.752 -0.818
C 1.270 1.204 -2.512
C 1.145 -3.277 -5.122
C -1.067 -1.414 3.078
C -1.558 -0.201 3.555
C 2.210 -3.027 -4.053
C -0.799 -2.571 3.868
C 0.300 -3.570 0.558
C 3.439 -1.759 -0.621
C -0.572 -5.413 -2.357
C -1.723 0.984 2.842
C 0.284 -2.932 -0.674
C 0.979 -3.472 -1.890
C 0.435 2.243 -3.171
C -2.064 3.156 2.355
C -0.544 2.851 -2.472
C -1.637 2.449 1.190
C -4.046 2.386 5.017
C -2.810 3.736 -3.187
C -2.526 -3.158 5.612
C -1.084 -2.724 5.330
C 0.725 2.524 -4.634
C -1.325 4.036 -2.980
C 1.846 -1.218 -2.298
C 1.632 -2.626 -2.711
C 1.354 -0.110 -2.952
C -0.274 -3.520 3.017
C 0.871 -4.956 -2.143
C -1.373 3.045 -0.070
C -2.120 2.243 3.387
C -2.535 2.498 4.803
C 2.797 2.585 -1.164
C -0.962 2.279 -1.151
C -0.310 1.910 -5.579
C 3.735 2.079 -0.073
C -2.407 4.612 2.401
C 3.525 -1.732 0.882
C -0.230 -2.939 1.714
C 0.224 -4.887 3.373
C 3.576 2.836 -2.450
C 1.738 -4.934 3.589
C 2.085 3.850 -0.693
C -3.757 4.934 1.752
H 3.944 -0.772 1.193
H -2.200 3.493 5.120
H -1.463 4.125 -0.139
H -4.568 4.420 2.272
H 2.529 -1.825 1.316
H -0.094 2.156 -6.624
H 1.713 2.124 -4.877
H -2.737 -4.112 5.125
H 1.595 -3.509 -6.092
H -0.046 -5.596 2.583
H 2.258 -4.591 2.692
H -3.371 4.648 -3.411
H 0.503 -2.403 -5.242
H -2.959 3.034 -4.011
H -4.577 3.124 4.412
H 2.087 -5.944 3.825
H 0.750 -4.550 0.682
H -1.790 -0.163 4.615
H -3.967 6.009 1.761
H 2.027 -4.269 4.406
H -4.323 2.538 6.065
H 3.153 1.804 0.807
H -3.224 -2.424 5.206
H -0.991 -4.965 -3.260
H 2.879 -2.231 -4.385
H -1.630 5.193 1.892
H 0.775 -0.342 -3.840
H 1.485 4.278 -1.497
H -0.332 0.824 -5.484
H -2.029 1.789 5.464
H -3.227 3.286 -2.286
H 4.406 3.516 -2.239
H 2.841 -3.915 -3.945
H -3.763 4.589 0.717
H -1.309 2.274 -5.340
H 1.280 -5.482 -1.272
H -1.238 4.837 -2.234
H 1.486 -5.253 -2.995
H 1.411 3.612 0.130
H 4.176 -2.534 1.222
H -0.889 -1.779 5.848
H 2.816 4.594 -0.361
H 4.463 2.846 0.203
H -2.719 -3.265 6.684
H -0.279 -5.241 4.280
H 2.948 3.294 -3.213
H -4.395 1.400 4.706
H -1.194 -5.100 -1.518
H 0.779 3.601 -4.829
H 3.979 1.901 -2.841
H -0.396 -3.454 5.770
H 4.263 1.191 -0.422
H -2.413 4.957 3.441
H -0.636 -6.501 -2.452
H 0.498 -4.110 -4.840
H -0.891 4.431 -3.904
```

## Properties
Strongest force on any atom, eV Å⁻¹: 1.11
Frontier orbital gap (alpha / beta), eV: 4.22 / 4.40
Expectation value of S²: 3.946
Net charge: -2
Spin multiplicity: 4

Results of the Löwdin charge analysis, in e, for atoms 1 through 99: number 1, V, carries 0.86; number 2, O, carries 0.05; number 3, O, carries -0.03; number 4, O, carries 0.09; number 5, N, carries 0.02; number 6, N, carries 0.02; number 7, N, carries -0.08; number 8, N, carries -0.08; number 9, C, carries -0.23; number 10, C, carries -0.10; number 11, C, carries -0.27; number 12, C, carries 0.01; number 13, C, carries -0.21; number 14, C, carries -0.17; number 15, C, carries -0.03; number 16, C, carries -0.52; number 17, C, carries -0.10; number 18, C, carries -0.27; number 19, C, carries -0.39; number 20, C, carries -0.13; number 21, C, carries -0.16; number 22, C, carries -0.17; number 23, C, carries -0.15; number 24, C, carries -0.25; number 25, C, carries -0.10; number 26, C, carries -0.09; number 27, C, carries -0.11; number 28, C, carries -0.22; number 29, C, carries -0.22; number 30, C, carries -0.21; number 31, C, carries -0.18; number 32, C, carries -0.16; number 33, C, carries 0.04; number 34, C, carries -0.17; number 35, C, carries -0.21; number 36, C, carries -0.04; number 37, C, carries -0.17; number 38, C, carries -0.22; number 39, C, carries -0.58; number 40, C, carries -0.39; number 41, C, carries -0.09; number 42, C, carries -0.03; number 43, C, carries -0.21; number 44, C, carries 0.03; number 45, C, carries -0.26; number 46, C, carries -0.22; number 47, C, carries -0.02; number 48, C, carries -0.11; number 49, C, carries -0.02; number 50, C, carries -0.11; number 51, H, carries 0.07; number 52, H, carries 0.09; number 53, H, carries 0.09; number 54, H, carries 0.06; number 55, H, carries 0.08; number 56, H, carries 0.06; number 57, H, carries 0.10; number 58, H, carries 0.07; number 59, H, carries 0.06; number 60, H, carries 0.10; number 61, H, carries 0.06; number 62, H, carries 0.06; number 63, H, carries 0.07; number 64, H, carries 0.06; number 65, H, carries 0.05; number 66, H, carries 0.06; number 67, H, carries 0.08; number 68, H, carries 0.09; number 69, H, carries 0.06; number 70, H, carries 0.07; number 71, H, carries 0.06; number 72, H, carries 0.09; number 73, H, carries 0.07; number 74, H, carries 0.06; number 75, H, carries 0.11; number 76, H, carries 0.10; number 77, H, carries 0.12; number 78, H, carries 0.08; number 79, H, carries 0.06; number 80, H, carries 0.09; number 81, H, carries 0.07; number 82, H, carries 0.08; number 83, H, carries 0.10; number 84, H, carries 0.06; number 85, H, carries 0.05; number 86, H, carries 0.10; number 87, H, carries 0.10; number 88, H, carries 0.09; number 89, H, carries 0.09; number 90, H, carries 0.08; number 91, H, carries 0.10; number 92, H, carries 0.08; number 93, H, carries 0.08; number 94, H, carries 0.05; number 95, H, carries 0.09; number 96, H, carries 0.07; number 97, H, carries 0.07; number 98, H, carries 0.07; number 99, H, carries 0.09